Record 1
Below is 2 unconnected molecules or ions with the total composition C2H5S, with properties calculated with the ωB97M-V functional and the def2-TZVPD basis.

ORCA input file:
```
! wB97M-V def2-TZVPD RIJCOSX def2/J DEFGRID3
* xyz -1 1
S -1.77 0.21 0.87
H -1.69 0.98 1.99
C 2.01 -0.49 -1.59
C 1.68 -0.09 -0.36
H 1.47 -0.27 -2.58
H 2.99 -0.85 -1.93
H 0.79 0.45 -0.04
H 2.63 -0.17 0.28
*
```

Its HOMO energy is -2.5 eV. Its energy above the lowest of the compared OMol25 structures with the same formula, charge and spin is 26.3 kcal/mol. The value obtained for the LUMO energy is 0.1499 Ha. The calculation puts the total energy at -477.365403 a.u. The largest force on an atom is 3.1 eV Å⁻¹. The calculation puts the HOMO-LUMO gap at 6.552 eV. For the molecular weight, the calculation gives 61.13 g/mol.

***

Record 2
Below is a molecular structure, C2H6AlF3O, with properties calculated with the ωB97M-V functional and the def2-TZVPD basis.

ORCA input file:
```
! wB97M-V def2-TZVPD RIJCOSX def2/J DEFGRID3
* xyz 0 1
Al -0.31 -1.73 1.89
F 0.28 -2.45 -0.76
F -1.20 -4.23 2.73
F 0.65 0.40 3.44
C -0.74 0.69 -1.40
C 0.59 1.01 -0.76
O 0.57 0.74 0.65
H -1.07 -0.34 -1.27
H -0.56 0.72 -2.48
H -1.57 1.32 -1.08
H 0.97 2.02 -0.90
H 1.39 0.44 -1.25
H 1.00 1.42 1.18
*
```

Its HOMO energy is -11.4 eV. Its energy above the lowest of the compared OMol25 structures with the same formula, charge and spin is 145.2 kcal/mol. The value obtained for the LUMO energy is -0.2353 Ha. The calculation puts the total energy at -696.777786 a.u. The largest force on an atom is 3.2 eV Å⁻¹. The calculation puts the HOMO-LUMO gap at 5.025 eV. For the molecular weight, the calculation gives 130.05 g/mol.

***

Record 3
Below is 2 unconnected molecules or ions with the total composition C2H6BN2O3, with properties calculated with the ωB97M-V functional and the def2-TZVPD basis.

ORCA input file:
```
! wB97M-V def2-TZVPD RIJCOSX def2/J DEFGRID3
* xyz -1 1
O 2.81 1.50 0.95
N 1.87 2.16 1.26
O 0.88 2.14 0.36
B -0.38 1.34 0.79
O -1.52 2.25 0.62
H -0.26 0.94 1.95
H -0.47 0.36 0.03
H -2.23 1.95 1.20
C -0.05 -2.01 -1.68
C -0.25 -2.35 -0.28
N -0.41 -2.54 0.84
H 0.96 -2.26 -1.98
H -0.76 -2.55 -2.30
H -0.20 -0.93 -1.78
*
```

Its HOMO energy is -4.2 eV. The value obtained for the LUMO energy is 0.1284 Ha. The calculation puts the total energy at -439.883506 a.u. The largest force on an atom is 0.6 eV Å⁻¹. The calculation puts the HOMO-LUMO gap at 7.744 eV. For the molecular weight, the calculation gives 116.89 g/mol.

***

Record 4
Below is 2 unconnected molecules or ions with the total composition C2H6Br2N, with properties calculated with the ωB97M-V functional and the def2-TZVPD basis.

ORCA input file:
```
! wB97M-V def2-TZVPD RIJCOSX def2/J DEFGRID3
* xyz 1 3
C -0.56 -1.23 0.12
C 0.51 -0.11 -0.26
N 0.20 1.17 0.30
Br -2.31 -0.53 -0.11
Br 2.35 -0.58 0.05
H -0.38 -1.30 1.21
H -0.58 -2.23 -0.45
H 0.48 0.28 -2.11
H -0.49 1.04 0.95
H 0.99 1.64 0.72
H -0.21 1.84 -0.42
*
```

Its HOMO energy (spin up / spin down) is -12.4 / -14.9 eV. Its energy above the lowest of the compared OMol25 structures with the same formula, charge and spin is 34.2 kcal/mol. The value obtained for the LUMO energy (spin up / spin down) is -0.1364 / -0.2689 Ha. The calculation puts the total energy at -5282.096728 a.u. The largest force on an atom is 4.5 eV Å⁻¹. The calculation puts the HOMO-LUMO gap (spin up / spin down) at 8.729 / 7.575 eV. For the molecular weight, the calculation gives 203.89 g/mol.

***

Record 5
Below is 2 unconnected molecules or ions with the total composition C2H6Br2O, with properties calculated with the ωB97M-V functional and the def2-TZVPD basis.

ORCA input file:
```
! wB97M-V def2-TZVPD RIJCOSX def2/J DEFGRID3
* xyz 0 1
C 2.47 -0.52 1.65
C 0.91 -0.45 1.85
Br 0.11 -0.06 0.06
Br 0.28 -2.16 2.79
H 2.69 -1.33 0.94
H 3.03 -0.70 2.58
H 2.81 0.43 1.21
H 0.70 0.44 2.48
O -4.71 1.47 -4.66
H -4.43 1.41 -3.72
H -3.86 1.47 -5.17
*
```

Its HOMO energy is -10.5 eV. Its energy above the lowest of the compared OMol25 structures with the same formula, charge and spin is 5.9 kcal/mol. The value obtained for the LUMO energy is 0.0009 Ha. Its SMILES is CC(Br)Br.O. The calculation puts the total energy at -5303.052087 a.u. The largest force on an atom is 1.9 eV Å⁻¹. The calculation puts the HOMO-LUMO gap at 10.538 eV. For the molecular weight, the calculation gives 205.88 g/mol.

***

Record 6
Below is a single C2H6Br2Si molecule, with properties calculated with the ωB97M-V functional and the def2-TZVPD basis.

ORCA input file:
```
! wB97M-V def2-TZVPD RIJCOSX def2/J DEFGRID3
* xyz 0 1
C -0.79 0.74 -0.91
Si 0.65 0.56 0.53
Br 0.11 1.89 2.17
C 0.77 -1.25 1.14
Br 1.81 -2.46 -0.01
H -1.52 -0.15 -0.78
H -1.34 1.66 -0.72
H -0.29 0.73 -1.80
H 2.00 0.99 0.27
H -0.30 -1.56 1.17
H 1.14 -1.49 2.07
*
```

Its HOMO energy is -10.1 eV. Its energy above the lowest of the compared OMol25 structures with the same formula, charge and spin is 6.9 kcal/mol. The value obtained for the LUMO energy is 0.0210 Ha. Its SMILES is C[Si@@H](Br)CBr. The calculation puts the total energy at -5517.355229 a.u. The largest force on an atom is 4.7 eV Å⁻¹. The calculation puts the HOMO-LUMO gap at 10.639 eV. For the molecular weight, the calculation gives 217.96 g/mol.

***

Record 7
Below is a gas-phase ion, C2H6BrClP (charge +1), with properties calculated with the ωB97M-V functional and the def2-TZVPD basis.

ORCA input file:
```
! wB97M-V def2-TZVPD RIJCOSX def2/J DEFGRID3
* xyz 1 3
C 0.88 1.18 -1.81
C 0.96 -1.70 1.38
P 1.16 1.23 -0.07
Cl 2.47 2.49 0.38
Br 2.54 -1.18 0.37
H -0.12 1.64 -1.90
H 0.87 0.26 -2.28
H 1.59 1.97 -2.26
H 0.41 -0.87 0.92
H 0.26 -2.41 1.08
H 1.04 -1.62 2.40
*
```

Its HOMO energy (spin up / spin down) is -12.6 / -15.0 eV. Its energy above the lowest of the compared OMol25 structures with the same formula, charge and spin is 8.6 kcal/mol. The value obtained for the LUMO energy (spin up / spin down) is -0.1304 / -0.3133 Ha. The calculation puts the total energy at -3454.944427 a.u. The largest force on an atom is 4.1 eV Å⁻¹. The calculation puts the HOMO-LUMO gap (spin up / spin down) at 9.025 / 6.467 eV. For the molecular weight, the calculation gives 176.40 g/mol.

***

Record 8
Below is 2 unconnected molecules or ions with the total composition C2H6BrN3, with properties calculated with the ωB97M-V functional and the def2-TZVPD basis.

ORCA input file:
```
! wB97M-V def2-TZVPD RIJCOSX def2/J DEFGRID3
* xyz 0 1
C -0.87 0.19 1.20
C -0.21 0.19 -0.19
N -0.04 -1.29 -0.37
N -0.64 -1.95 0.67
N -1.00 -1.27 1.58
H -0.27 0.59 2.00
H -1.95 0.63 1.27
H -0.86 0.76 -0.85
H 0.71 0.75 -0.02
H -0.21 -1.82 -1.24
Br 2.94 1.81 -1.35
H 2.41 1.42 -2.70
*
```

Its HOMO energy is -9.3 eV. Its energy above the lowest of the compared OMol25 structures with the same formula, charge and spin is 0.7 kcal/mol. The value obtained for the LUMO energy is 0.0111 Ha. Its SMILES is C1CNN=N1.Br. The calculation puts the total energy at -2818.005404 a.u. The largest force on an atom is 3.4 eV Å⁻¹. The calculation puts the HOMO-LUMO gap at 9.622 eV. For the molecular weight, the calculation gives 152.00 g/mol.

***

Record 9
Below is 2 unconnected molecules or ions with the total composition C2H6BrNS, with properties calculated with the ωB97M-V functional and the def2-TZVPD basis.

ORCA input file:
```
! wB97M-V def2-TZVPD RIJCOSX def2/J DEFGRID3
* xyz 0 1
C 0.17 -0.84 -1.37
C -1.18 -0.28 -1.13
S -0.77 -1.59 -0.01
H 1.05 -0.18 -0.98
H 0.43 -1.60 -2.06
H -1.48 0.60 -0.65
H -1.81 -0.74 -1.89
N -0.53 1.55 1.09
Br 0.76 2.44 2.24
H -0.23 0.60 1.03
H -1.49 1.47 1.52
*
```

Its HOMO energy is -9.0 eV. Its energy above the lowest of the compared OMol25 structures with the same formula, charge and spin is 28.6 kcal/mol. The value obtained for the LUMO energy is 0.0063 Ha. Its SMILES is C1CS1.NBr. The calculation puts the total energy at -3106.672651 a.u. The largest force on an atom is 4.5 eV Å⁻¹. The calculation puts the HOMO-LUMO gap at 9.135 eV. For the molecular weight, the calculation gives 156.05 g/mol.

***

Record 10
Below is 2 unconnected molecules or ions with the total composition C2H6BrP, with properties calculated with the ωB97M-V functional and the def2-TZVPD basis.

ORCA input file:
```
! wB97M-V def2-TZVPD RIJCOSX def2/J DEFGRID3
* xyz 0 1
C -1.45 0.64 0.21
C -0.65 -0.61 0.08
P 1.09 -0.54 0.02
Br 4.81 0.11 -0.09
H -1.82 0.57 1.17
H -2.36 0.48 -0.35
H -0.98 1.67 0.09
H -1.20 -1.30 0.68
H 1.51 -1.55 -0.75
H 1.04 0.54 -1.07
*
```

Its HOMO energy (spin up / spin down) is -10.5 / -7.6 eV. Its energy above the lowest of the compared OMol25 structures with the same formula, charge and spin is 107.4 kcal/mol. The value obtained for the LUMO energy (spin up / spin down) is -0.0143 / -0.1228 Ha. The calculation puts the total energy at -2995.014317 a.u. The largest force on an atom is 3.5 eV Å⁻¹. The calculation puts the HOMO-LUMO gap (spin up / spin down) at 10.084 / 4.263 eV. For the molecular weight, the calculation gives 140.95 g/mol.

***

Question: Which value of largest force on an atom does entry 3 give?
Answer: 0.6 eV Å⁻¹

***

Question: largest force on an atom of number 9 (C2H6BrNS)?
Answer: 4.5 eV Å⁻¹

***

Question: Which of these has the lowest molecular weight?
Answer: C2H5S

***

Question: Look up the molecular weight of the sixth one.
Answer: 217.96 g/mol